A 5-piece molecular cluster, C42H82FO12P2S overall. Source: the OMol25 dataset; level of theory: wB97M-V/def2-TZVPD.

Geometry as XYZ:
```
140
Properties=species:S:1:pos:R:3:mulliken_charge:R:1
C -5.97390 0.04026 5.91567 0.05
C -5.77134 -0.03696 4.73201 -0.56
C -5.51181 -0.12120 3.28916 -0.93
C -4.42022 -1.15382 2.90831 0.49
C -3.65334 -0.73247 1.65779 -1.80
P -2.09355 -1.70436 1.19326 1.93
C -2.92360 -2.33910 -0.40370 -2.37
C -4.11381 -3.29087 -0.24643 -0.03
C -5.15734 -3.10548 -1.35800 -0.73
C -6.40236 -3.97244 -1.13766 -0.64
C -7.37585 -3.35256 -0.13440 -0.96
O -1.49411 -0.34855 0.30538 -0.93
C -0.42894 -0.39954 -0.61209 1.21
C -0.23909 0.99444 -1.21839 0.54
C -0.82943 1.18964 -2.61322 -1.60
C -1.13528 -1.02345 2.75429 0.17
F -1.77249 0.12474 3.29872 -0.55
C 0.31087 -0.59604 2.57847 0.50
C 1.05258 -0.37402 3.90801 -2.08
O -2.64285 -3.09231 2.17509 0.17
C -1.90695 -4.21925 2.26348 -0.01
O -2.64503 -5.27491 1.63099 -0.60
C -1.78089 -4.61069 3.75022 -0.88
C -3.12517 -4.90036 4.35787 -0.44
C -3.72688 -4.09981 5.21521 -0.97
C -0.51914 -3.93699 1.45685 1.36
C -0.30626 -5.05744 0.40990 -1.27
C 0.89826 -4.92994 -0.52917 -0.95
C 0.69051 -3.94023 -1.68778 0.96
C 1.98683 -3.20807 -2.04051 -0.20
C 3.08718 -4.14393 -2.54724 -1.36
P 0.94083 -3.89952 2.62920 0.25
S 2.73842 -3.34766 2.04374 -0.49
O -0.68142 -2.73585 0.81646 0.17
H -6.16822 0.16638 6.95089 0.43
H -6.44829 -0.34541 2.76925 0.32
H -5.20477 0.87263 2.94618 0.42
H -3.74879 -1.24441 3.76165 -0.03
H -4.91591 -2.11047 2.73835 0.22
H -3.39056 0.32198 1.72891 0.88
H -4.33866 -0.80861 0.80308 0.46
H -3.22933 -1.46046 -0.98041 0.77
H -2.16672 -2.84099 -1.01677 0.57
H -3.76803 -4.32465 -0.29957 0.51
H -4.61068 -3.13632 0.71371 -0.33
H -5.47817 -2.05592 -1.34405 0.38
H -4.70170 -3.33150 -2.32642 0.32
H -6.93321 -4.13824 -2.08176 0.37
H -6.10234 -4.96387 -0.77918 0.35
H -7.91985 -2.51492 -0.57980 0.30
H -8.12181 -4.07802 0.20365 0.36
H -6.85633 -2.98599 0.75438 0.11
H -0.62607 -1.12118 -1.41808 -0.14
H 0.49898 -0.72696 -0.13440 -0.54
H 0.82601 1.24848 -1.23978 -0.60
H -0.70744 1.69308 -0.51793 0.33
H -1.92070 1.21960 -2.58442 0.30
H -0.50317 0.38387 -3.27837 0.34
H -0.48286 2.14170 -3.01258 0.39
H -1.19395 -1.75979 3.56862 0.12
H 0.27114 0.36132 2.04907 0.31
H 0.86208 -1.27509 1.93448 -0.58
H 2.12035 -0.58091 3.78522 0.35
H 0.95698 0.65779 4.25146 0.43
H 0.68775 -1.03863 4.69704 0.37
H -2.21850 -6.10888 1.84969 0.47
H -1.16348 -5.51134 3.85158 0.58
H -1.35551 -3.78390 4.31796 0.31
H -3.62639 -5.81938 4.07081 0.27
H -3.30233 -3.14068 5.49148 0.22
H -4.68167 -4.36684 5.65092 0.28
H -1.21497 -5.05684 -0.19393 0.20
H -0.23013 -6.02226 0.92995 0.59
H 1.08672 -5.92605 -0.94857 0.41
H 1.80230 -4.66066 0.01146 0.09
H -0.06859 -3.20204 -1.43223 -1.25
H 0.33808 -4.47650 -2.57955 0.56
H 2.31786 -2.68425 -1.13805 0.01
H 1.77465 -2.43213 -2.78133 0.38
H 3.79910 -3.59311 -3.16800 0.21
H 2.66705 -4.96498 -3.13461 0.33
H 3.66444 -4.56038 -1.71736 0.31
H 0.52756 -3.12387 3.71348 -0.06
H 0.95306 -5.19808 3.15915 0.15
O -0.96301 4.23603 -2.34996 -0.50
C -0.83925 5.28262 -2.91889 0.71
O -0.93330 5.29321 -4.27254 -0.39
C -0.91262 6.50368 -5.02820 -0.42
C 0.49726 6.98529 -5.30349 -0.97
C -0.51057 6.55278 -2.17158 -0.92
H -1.51739 7.27109 -4.54261 0.39
H -1.41214 6.24760 -5.96192 0.32
H 1.02506 7.23001 -4.38198 0.26
H 0.47573 7.87559 -5.93364 0.36
H 1.06296 6.20770 -5.81658 0.30
H 0.55803 6.55972 -1.95638 0.22
H -1.03862 6.51680 -1.22270 0.32
H -0.77682 7.47368 -2.68374 0.32
O 4.91682 4.22121 -0.84526 -0.64
C 4.51129 3.24529 -0.27022 0.53
O 5.42269 2.41507 0.27562 -0.38
C 5.08043 1.30130 1.11415 -0.50
C 4.67273 0.09117 0.31000 -0.31
C 3.04374 2.90522 -0.20092 -0.11
H 4.31973 1.58022 1.84632 0.27
H 5.99910 1.10758 1.66656 0.35
H 3.75984 0.26774 -0.25897 -0.11
H 4.50338 -0.77059 0.95683 0.27
H 5.45949 -0.15677 -0.40370 0.31
H 2.75842 2.41024 -1.12955 -0.10
H 2.48981 3.83950 -0.12621 0.36
H 2.76587 2.26173 0.63074 0.06
O 3.20775 -0.09294 -2.99306 -0.36
C 3.72240 -0.10481 -4.07323 0.61
O 4.23114 -1.27473 -4.52655 -0.26
C 4.73900 -1.43621 -5.85052 -0.45
C 6.18064 -0.98681 -5.97174 -1.08
C 3.86912 1.15179 -4.90060 -1.17
H 4.09234 -0.93774 -6.57445 0.37
H 4.66135 -2.50633 -6.03844 0.34
H 6.28818 0.07886 -5.76898 0.28
H 6.55349 -1.18360 -6.97777 0.38
H 6.80057 -1.52829 -5.25741 0.31
H 4.74425 1.69292 -4.54033 0.30
H 2.99020 1.76639 -4.72348 0.27
H 3.97344 0.98538 -5.96922 0.39
O 1.70952 6.66957 0.41022 -0.49
C 1.88493 6.62496 1.59587 0.77
O 2.51891 7.66362 2.18538 -0.39
C 2.67729 7.76325 3.60309 -0.42
C 3.87650 6.98454 4.10203 -0.94
C 1.47420 5.42790 2.42046 -0.90
H 1.75874 7.47193 4.11393 0.37
H 2.81810 8.82820 3.78276 0.30
H 3.76759 5.91626 3.91636 0.26
H 4.00208 7.13398 5.17503 0.35
H 4.77914 7.32209 3.59329 0.30
H 2.24834 4.66636 2.32538 0.15
H 0.55211 5.02880 2.00500 0.33
H 1.31532 5.63481 3.47470 0.33
```

Values from the calculation:
LUMO energy: 2.1 eV
Spin multiplicity: 1
Net charge: -1
E_tot: -101584.4344 eV